DFT (ωB97M-V/def2-TZVPD) results for an isolated molecule of C3H8S3 at a distorted geometry.

The geometry in ORCA input format:
```
! wB97M-V def2-TZVPD RIJCOSX def2/J DEFGRID3
* xyz 0 1
C 1.00678 0.32136 -0.64848
C 0.07515 0.15809 0.56231
C -1.37785 0.57002 0.28060
H 3.23750 0.83016 0.23667
H 0.67143 -0.30380 -1.45104
H 0.97078 1.32032 -0.95737
H 0.42877 0.76662 1.38478
H 0.00455 -2.25859 0.05527
H -1.29038 1.55383 -0.12638
H -1.93677 0.63780 1.21509
H -2.48787 -1.53383 -0.26610
S 2.78606 -0.13352 -0.53704
S 0.13525 -1.51310 1.23896
S -2.22339 -0.41537 -0.98728
*
```

structure (SMILES) = SCC(S)CS
total energy = -35746.1354 eV
energy above the lowest of the compared OMol25 structures with the same formula, charge and spin = 0.0000 eV

=====

DFT (ωB97M-V/def2-TZVPD) results for C18H31ClHfNO2P2 as an isolated structure at a distorted geometry.

The geometry in ORCA input format:
```
! wB97M-V def2-TZVPD RIJCOSX def2/J DEFGRID3
* xyz 1 1
C 3.61683 -0.82252 1.61715
C 2.48702 -0.29683 1.01936
N 1.22248 -0.56509 1.37734
C 1.01734 -1.58390 2.26928
C 2.10952 -2.17636 2.85896
C 3.39901 -1.76906 2.62136
C 2.74689 0.49408 -0.27299
P 1.36353 1.59659 -0.81712
Hf -0.48990 0.70748 0.60047
P -1.62530 -1.52355 1.32300
C -0.37934 -2.05134 2.59124
C -1.71726 1.31849 -1.28182
C -2.23134 2.63494 -1.20392
C -3.38884 3.00741 -1.91822
C -3.98207 2.08624 -2.80265
C -3.44996 0.79486 -2.92345
C -2.30743 0.42749 -2.18947
O 3.04590 -1.25850 -2.21637
O 1.10677 -2.33902 -1.45282
H 4.59884 -0.46792 1.29173
H 1.86284 -2.99302 3.54216
H 4.25422 -2.22423 3.11776
C 1.90729 3.24816 -0.39854
C 1.54820 1.56838 -2.59881
H -0.35740 -3.14070 2.56918
H -0.67120 -1.69545 3.59428
H 2.86826 -0.18310 -0.97105
H 3.63965 1.06426 -0.18466
C -3.17076 -1.58365 2.25382
C -1.72184 -3.01690 0.28910
H -1.73958 3.37463 -0.55412
H -3.80416 4.01820 -1.78690
H -4.87581 2.39775 -3.35928
H -3.94066 0.08864 -3.61309
H -1.90514 -0.58925 -2.31295
H 0.38336 -1.21603 -1.02599
H 0.73967 -2.58212 -2.28939
H 2.27444 -1.90847 -1.80128
H 3.90611 -1.71759 -1.99435
H -0.49056 -0.75138 -0.68259
H 2.84859 3.50225 -0.90238
H 1.13745 3.90379 -0.79746
H 1.99557 3.41366 0.68203
H 2.21288 2.38714 -2.89316
H 1.93210 0.59765 -2.90905
H 0.51469 1.78597 -2.95549
H -1.92595 -3.89994 0.91229
H -2.53968 -2.86522 -0.41689
H -0.78909 -3.12261 -0.26499
H -3.36253 -2.59412 2.62074
H -3.14446 -0.86870 3.09278
H -3.96801 -1.27492 1.56002
Cl -2.20695 1.89513 2.16210
C -0.37704 2.04147 2.29603
H -0.10088 3.10564 2.26460
H -0.07629 1.62117 3.26447
*
```

total energy = -57152.8834 eV
energy above the lowest of the compared OMol25 structures with the same formula, charge and spin = 1.6113 eV

=====

DFT (ωB97M-V/def2-TZVPD) results for C30H39N7OPbS as an isolated structure at a distorted geometry.

The geometry in ORCA input format:
```
! wB97M-V def2-TZVPD RIJCOSX def2/J DEFGRID3
* xyz 2 1
Pb -0.64168 -0.28970 0.39212
C 0.44915 1.43124 2.79287
C 0.73654 2.22154 1.50481
N -0.31686 2.05055 0.46492
C -1.66430 2.64259 0.65427
C -2.61567 1.78383 1.47553
C -3.82780 2.27423 1.88200
C -4.77552 1.34459 2.33001
C -4.51832 -0.02928 2.34854
C -3.28452 -0.45323 1.91598
C -3.00756 -1.91358 1.58475
N -1.57561 -2.25797 1.42716
C -0.75804 -2.40002 2.63877
C -0.38095 -1.06450 3.33791
N 0.32799 -0.01904 2.53205
N -2.37497 0.50620 1.74782
H 1.33726 1.58911 3.43980
H -0.42948 1.81682 3.33491
H 0.82703 3.27963 1.82383
H 1.71897 1.95302 1.08891
H 0.14781 2.37057 -0.59748
H -1.57219 3.59542 1.23401
H -2.13675 2.89648 -0.31131
H -4.04110 3.34055 1.79948
H -5.71895 1.69663 2.70796
H -5.26632 -0.74948 2.66804
H -3.43810 -2.49899 2.43844
H -3.58254 -2.25352 0.70341
H -1.38768 -3.17313 0.70149
H -1.41475 -2.83743 3.43212
H 0.09334 -3.10164 2.52548
H -1.28199 -0.64064 3.81861
H 0.30065 -1.42249 4.13531
H 1.24217 -0.32116 2.36759
C 5.95997 -1.53047 0.60035
C 5.11426 -2.62634 -0.03681
N 3.74728 -2.71959 0.49329
C 3.46983 -3.74685 1.53281
C 3.77196 -3.30126 2.96330
C 2.85835 -1.76705 0.10100
S 1.38062 -1.98220 0.81617
N 3.22151 -0.88477 -0.82850
C 2.31973 0.01335 -1.25908
O 1.14312 0.30159 -0.96175
C 2.65345 0.98735 -2.27637
C 3.89496 0.90771 -2.80854
C 4.26032 1.79472 -3.80075
C 3.37692 2.76745 -4.25280
C 2.10842 2.83433 -3.69635
C 1.72625 1.93437 -2.72328
H 6.96826 -1.51033 0.17950
H 6.04601 -1.66683 1.68704
H 5.50119 -0.55395 0.42371
H 5.56231 -3.60418 0.18095
H 5.08375 -2.53294 -1.12490
H 4.12827 -4.59096 1.27916
H 2.43641 -4.08434 1.45914
H 4.84620 -3.10334 3.10106
H 3.51987 -4.10804 3.66687
H 3.19753 -2.42134 3.25074
H 4.57846 0.14536 -2.42652
H 5.26728 1.72932 -4.20268
H 3.68269 3.46735 -5.01943
H 1.40354 3.59538 -4.02767
H 0.70949 1.93978 -2.36283
N -2.18152 0.29229 -1.13192
C -3.01873 0.55073 -1.88284
C -3.95387 0.89268 -2.80382
C -5.25933 0.69713 -2.43858
C -6.20971 1.04034 -3.37195
C -5.82447 1.55878 -4.61514
C -4.46757 1.71936 -4.92562
C -3.50068 1.38912 -3.99797
H -5.56539 0.29851 -1.46617
H -7.26714 0.87814 -3.15024
H -6.59329 1.82354 -5.34355
H -4.17065 2.11379 -5.89456
H -2.44552 1.51978 -4.21946
H -0.64962 -1.82465 -1.02509
*
```

total energy = -60285.0849 eV
energy above the lowest of the compared OMol25 structures with the same formula, charge and spin = 0.0000 eV

=====

DFT (ωB97M-V/def2-TZVPD) results for an isolated molecule of C4H7NO2.

The geometry in ORCA input format:
```
! wB97M-V def2-TZVPD RIJCOSX def2/J DEFGRID3
* xyz 0 1
C 2.30012 -0.34210 -0.49009
N 1.34279 0.69225 -0.13747
C 0.14824 0.36075 0.05921
C -0.99366 1.27040 0.44198
O -2.14489 0.51276 0.11906
C -1.77249 -0.83809 0.11545
O -0.36455 -0.90245 -0.03492
H 2.71230 -0.12243 -1.48085
H 3.13065 -0.30934 0.22172
H 1.88096 -1.35515 -0.50078
H -0.99434 2.19624 -0.13585
H -0.95487 1.51240 1.51405
H -2.24009 -1.32991 -0.74185
H -2.05017 -1.34532 1.05034
*
```

structure (SMILES) = C/N=C1/COCO1
total energy = -9845.5797 eV
energy above the lowest of the compared OMol25 structures with the same formula, charge and spin = 1.7000 eV

=====

DFT (ωB97M-V/def2-TZVPD) results for a 2-piece molecular cluster, C3H9O2S overall.

The geometry in ORCA input format:
```
! wB97M-V def2-TZVPD RIJCOSX def2/J DEFGRID3
* xyz -1 1
C 0.91166 -0.02290 1.10374
O 0.63128 1.29240 1.00403
C 0.84538 -0.76111 -0.24703
C -0.47264 -0.46874 -0.92756
S -0.63534 -1.39997 -2.51642
H 0.24387 -0.57604 1.79496
H 1.92525 -0.19513 1.52605
H 1.65320 -0.37136 -0.88597
H 1.02141 -1.84029 -0.14746
H -0.47829 0.56211 -1.24357
H -1.32925 -0.72070 -0.29666
H -0.09337 -2.54444 -2.08886
H -1.86905 2.61548 1.55590
H -0.73350 1.94607 0.73467
O -1.62060 2.48459 0.63417
*
```

total energy = -18187.6592 eV
energy above the lowest of the compared OMol25 structures with the same formula, charge and spin = 0.2630 eV

=====

DFT (ωB97M-V/def2-TZVPD) results for an isolated ion of composition C6H16NS and charge +1 at a distorted geometry.

The geometry in ORCA input format:
```
! wB97M-V def2-TZVPD RIJCOSX def2/J DEFGRID3
* xyz 1 1
C 2.32212 0.84265 1.79438
C -0.43214 -0.22641 -2.01254
C -0.74271 -1.78808 -0.15821
C -2.22769 0.06308 -0.38353
C 1.61591 0.03275 0.74653
C 0.20877 0.50510 0.45890
N -0.82554 -0.34492 -0.63252
S 0.27696 2.28616 -0.06770
H 2.32293 1.84612 1.62170
H 3.46029 0.58299 1.58199
H 2.28521 0.42667 2.76814
H 0.65983 0.10933 -2.15069
H -0.39676 -1.19936 -2.51965
H -1.03373 0.41472 -2.65100
H -0.76333 -2.39567 -1.01667
H 0.15802 -1.85605 0.39878
H -1.51864 -2.03064 0.45787
H -2.34754 1.17077 -0.70642
H -3.01232 -0.58623 -0.94281
H -2.41983 0.06212 0.70156
H 1.66756 -0.98542 0.96951
H 2.07716 -0.01262 -0.24339
H -0.43914 0.51429 1.41238
H -0.89539 2.56863 0.57341
*
```

structure (SMILES) = CC[C@@H](S)[N+](C)(C)C
total energy = -18798.2061 eV
energy above the lowest of the compared OMol25 structures with the same formula, charge and spin = 2.4541 eV

=====

> Which of these has the lowest total energy?

C30H39N7OPbS

=====

> Which of these has the highest total energy?

C4H7NO2

=====

> Among the records above, which one has the lowest total energy?

C30H39N7OPbS